Here is C38H39CuN4O4P2S as an isolated structure from OMol25. Energies are from ωB97M-V/def2-TZVPD.

Positions of all 89 atoms, in Å:
Cu: 1.19094 -0.31590 -0.51644
C: 1.25855 0.83129 3.12571
P: 0.59950 -0.44479 1.99328
C: -1.16676 -0.13611 2.31651
N: -1.49946 0.13298 3.55742
C: -2.80737 0.30031 3.84310
C: -3.21382 0.61320 5.15345
C: -4.54948 0.72048 5.44204
C: -5.51876 0.52294 4.44867
C: -5.15260 0.22816 3.16111
C: -3.78969 0.12065 2.83237
N: -3.41800 -0.14853 1.56400
C: -2.13652 -0.23397 1.29630
P: -1.64865 -0.56745 -0.43608
C: -2.62045 -2.13763 -0.58933
C: -2.75635 0.62029 -1.42141
C: -2.20453 2.01663 -1.14569
C: -4.25395 0.59371 -1.13231
C: -2.52621 0.23205 -2.88524
C: 0.84566 -2.03017 3.02505
C: 0.10847 -3.10517 2.22033
C: 0.35589 -2.04234 4.46962
C: 2.36072 -2.26402 2.99749
H: 0.82409 0.68733 4.11246
H: 0.96768 1.80673 2.74161
H: 2.34438 0.77261 3.16031
H: -2.45619 0.75943 5.90856
H: -4.86998 0.96175 6.44566
H: -6.56596 0.60557 4.70271
H: -5.88039 0.07920 2.37760
H: -3.59917 -2.01563 -0.13075
H: -2.07422 -2.93296 -0.08411
H: -2.71363 -2.39379 -1.64172
H: -2.34363 2.28282 -0.09841
H: -2.70365 2.76296 -1.76382
H: -1.14148 2.04713 -1.35729
H: -4.45349 0.74384 -0.07711
H: -4.70740 -0.34656 -1.43619
H: -4.73385 1.39511 -1.69397
H: -1.49048 -0.06403 -3.03059
H: -2.74176 1.06662 -3.55198
H: -3.16278 -0.60577 -3.16875
H: -0.95416 -3.09556 2.46546
H: 0.49645 -4.10254 2.43129
H: 0.21562 -2.91349 1.15009
H: -0.69028 -1.75508 4.54030
H: 0.93260 -1.36114 5.09041
H: 0.46549 -3.04784 4.87953
H: 2.79140 -1.91677 2.05594
H: 2.59776 -3.32218 3.11527
H: 2.84712 -1.71748 3.80416
S: 0.61963 -0.80114 -5.15351
C: 0.34795 0.90809 -5.02752
C: -0.10242 1.77786 -6.00309
C: -0.24081 3.11137 -5.67103
C: 0.05798 3.56056 -4.38708
C: 0.49128 2.69517 -3.40435
C: 0.63406 1.34421 -3.71268
N: 1.02994 0.35049 -2.87236
C: 1.08808 -0.80028 -3.44305
C: 1.52117 -2.00026 -2.78099
C: 1.83272 -3.14463 -3.51825
C: 2.29643 -4.27512 -2.88065
C: 2.47079 -4.25233 -1.50566
C: 2.17660 -3.10732 -0.78030
C: 1.67151 -1.96510 -1.38527
H: -0.33776 1.41574 -6.99192
H: -0.58918 3.81007 -6.41835
H: -0.06149 4.60767 -4.15516
H: 0.71112 3.04469 -2.40882
H: 1.73190 -3.12340 -4.59405
H: 2.54697 -5.16146 -3.44852
H: 2.83512 -5.13448 -0.99635
H: 2.35311 -3.11202 0.28457
O: 7.34783 3.07041 -0.26074
C: 6.23204 3.58474 -0.18877
O: 5.87607 4.75183 -0.04651
C: 5.03762 2.54665 -0.28908
C: 5.27215 1.22411 -0.64725
C: 4.20177 0.34922 -0.72170
N: 2.96294 0.72582 -0.44426
C: 2.72129 1.98628 -0.08276
C: 3.73697 2.92795 0.00650
C: 1.28593 2.30653 0.29964
O: 0.97979 3.42614 0.67166
O: 0.47823 1.30627 0.24018
H: 6.28524 0.90525 -0.84545
H: 4.32697 -0.68662 -1.01347
H: 3.51321 3.94017 0.30978

Cartesian forces (eV/Å) of the 6 atoms listed first:
-0.2 -0.1 0.1
0.1 0.0 -0.2
0.7 -1.0 1.1
0.0 0.2 0.6
0.0 0.2 -0.1
-0.4 -0.1 -0.4

Values from the calculation:
LUMO level (alpha / beta), eV: 1.1 / 1.1
Energy, eV: -128246.1205
Highest occupied orbital energy (alpha / beta), Eh: -0.19027 / -0.19023
Orbital gap (alpha / beta), eV: 6.318 / 6.316
Charge: -1
Multiplicity: 2

Table of Mulliken atomic charges, one value per atom, all in e: -0.5068, -2.2054, 1.2609, -0.2961, -0.2373, 0.1001, -0.4279, -0.5614, -0.5661, -0.5339, -0.1164, -0.0659, -0.4665, 1.2591, -1.8613, 1.8332, -1.6384, -1.9429, -1.6156, 1.9833, -1.4594, -1.9267, -1.7368, 0.5819, 0.5401, 0.3571, 0.4739, 0.3933, 0.3911, 0.4739, 0.4335, 0.2721, 0.4788, 0.2983, 0.6195, -0.1227, 0.2875, 0.3739, 0.5304, 0.1777, 0.4030, 0.3977, 0.3100, 0.5515, 0.0848, 0.3393, 0.3797, 0.4912, 0.3466, 0.4414, 0.3582, -0.4568, 0.9879, -0.7479, -0.5037, -0.9198, -0.0943, -0.7728, 0.3102, 0.9779, 1.5812, -1.0614, -0.9094, -0.9326, 1.1684, -0.5392, 0.4124, 0.3886, 0.4272, 0.4398, 0.4298, 0.3729, 0.4509, 0.4102, -0.7224, 0.3989, -0.7026, 0.1928, -1.1081, -0.4206, 1.2369, 0.7401, -1.2358, 0.0594, -0.7962, -0.5098, 0.4641, 0.4739, 0.5748